1.
# C29H48N7O4PSeV

C29H48N7O4PSeV as an isolated structure (wB97M-V/def2-TZVPD, OMol25).

Last column: Mulliken spin population.
Geometry (Å):
V 0.0833 0.1605 0.0933  1.99
C -1.9959 1.2549 3.9763  0.00
N -1.6190 -0.1415 3.8348  0.00
C -1.8694 -0.9823 4.9976  0.00
C -0.9088 -0.5834 2.7838  0.00
N -0.1286 0.2352 2.0487  -0.01
C 0.7552 1.1419 2.7049  -0.03
C 1.3278 0.7577 3.8919  -0.01
C 2.2361 1.5790 4.5777  0.00
C 2.6011 2.7740 4.0403  0.00
C 2.0839 3.1910 2.7905  0.01
C 2.5234 4.4221 2.2453  0.00
C 2.0785 4.8446 1.0311  0.00
C 1.1693 4.0512 0.3141  -0.01
C 0.6849 2.8707 0.8175  -0.05
N -0.2189 2.1211 0.0018  -0.06
C -1.2192 2.7855 -0.6112  0.00
N -1.6343 2.4168 -1.8301  -0.01
C -0.7610 1.7977 -2.8131  0.00
C -3.0320 2.5156 -2.2324  0.00
N -1.8423 3.8178 -0.0169  0.00
C -2.3759 4.9381 -0.7769  0.00
C -1.8741 3.9814 1.4240  0.00
C 1.1427 2.3832 2.0893  0.10
N -1.0374 -1.8737 2.4331  -0.01
C 0.0370 -2.6162 1.7836  0.02
C -2.2958 -2.5915 2.5817  0.00
H -2.9112 1.2972 4.5647  0.00
H -2.2128 1.6670 2.9960  0.00
H -1.2210 1.8381 4.4804  0.00
H -1.5636 -0.4339 5.8903  0.00
H -1.2832 -1.8953 4.9375  0.00
H -2.9256 -1.2381 5.0925  0.00
H 1.0791 -0.2124 4.3047  0.00
H 2.6532 1.2452 5.5175  0.00
H 3.3100 3.4165 4.5450  0.00
H 3.2338 5.0099 2.8106  0.00
H 2.4286 5.7755 0.6067  0.00
H 0.8394 4.3732 -0.6665  0.00
H -0.7684 2.3995 -3.7256  0.00
H -1.1189 0.7979 -3.0541  0.01
H 0.2604 1.7369 -2.4459  0.01
H -3.1788 3.2858 -2.9917  0.00
H -3.6570 2.7197 -1.3679  0.00
H -3.3291 1.5527 -2.6506  0.00
H -2.0464 4.8823 -1.8109  0.00
H -1.9913 5.8611 -0.3396  0.00
H -3.4662 4.9704 -0.7477  0.00
H -1.5315 3.0711 1.9015  0.00
H -2.9032 4.1683 1.7332  0.00
H -1.2397 4.8144 1.7360  0.00
H 0.1227 -3.5890 2.2698  0.00
H 0.9800 -2.0856 1.8825  0.00
H -0.1742 -2.7842 0.7236  0.00
H -2.2393 -3.3486 3.3656  0.00
H -2.5190 -3.0823 1.6339  0.00
H -3.0971 -1.8916 2.8038  0.00
C 0.0281 -3.6629 -3.1056  0.00
C 0.8486 -2.4158 -3.3892  0.00
C 0.0889 -1.4495 -4.2826  0.00
C 2.1944 -2.7768 -3.9973  0.00
O 1.0004 -1.7724 -2.0771  -0.01
P 2.2935 -1.0354 -1.5078  0.01
O 3.5632 -1.7523 -1.5489  0.00
O 1.7475 -0.6720 -0.0799  -0.01
O 2.2420 0.3416 -2.3247  0.04
C 3.4016 1.2503 -2.4023  0.00
C 3.9990 1.4693 -1.0188  0.00
C 2.8235 2.5471 -2.9441  0.00
C 4.4172 0.6618 -3.3669  0.00
H -0.1903 -4.1854 -4.0365  0.00
H -0.9183 -3.3994 -2.6294  0.00
H 0.5765 -4.3370 -2.4479  0.00
H -0.0335 -1.8858 -5.2734  0.00
H 0.6332 -0.5097 -4.3795  0.00
H -0.9037 -1.2539 -3.8729  0.00
H 2.0154 -3.3155 -4.9276  0.00
H 2.7763 -3.4059 -3.3270  0.00
H 2.7844 -1.8879 -4.2227  0.00
H 3.2502 1.8635 -0.3276  0.00
H 4.8108 2.1929 -1.0919  0.00
H 4.4041 0.5427 -0.6132  0.00
H 2.1131 2.9737 -2.2337  0.00
H 2.3191 2.3754 -3.8960  0.00
H 3.6226 3.2706 -3.1005  0.00
H 4.8048 -0.2831 -2.9914  0.00
H 5.2431 1.3624 -3.4906  0.00
H 3.9603 0.4933 -4.3432  0.00
Se -2.0628 -0.9240 -0.7621  -0.01
C -2.9637 0.2395 0.3295  0.00
N -3.4876 1.0047 1.0192  0.00

Calculated values
- gap between HOMO and LUMO (alpha / beta) (eV) = 7.441 / 8.070
- ΔE to the lowest compared entry with this formula, charge and spin (kcal per mole) = 14.03
- electronic energy (eV) = -149797.1592
- 2S+1 = 3
- <S²> = 2.015
- LUMO level (alpha / beta) (eV) = -2.99 / -2.38
- net charge = +1

=====

2.
# C29H48NOP2Pd

C29H48NOP2Pd as an isolated structure (wB97M-V/def2-TZVPD, OMol25).

Last column: Mulliken spin population.
Geometry (Å):
Pd -0.5328 2.5533 0.0613  0.67
C 0.8318 1.0408 2.8940  0.28
C 1.6544 1.5012 1.8486  0.25
C -0.2420 2.9098 2.0239  0.33
C -0.3437 1.7913 2.9726  0.19
C 1.0850 2.7080 1.2322  0.11
C 1.1999 -0.0193 3.8890  0.01
H 2.1565 -0.5484 3.7254  0.00
H 0.4061 -0.7855 3.9504  0.01
H 1.2696 0.4440 4.8937  0.02
C -1.4373 1.6381 3.9717  -0.01
H -1.2101 0.9443 4.7957  0.00
H -2.3815 1.2713 3.5257  0.03
H -1.6542 2.6367 4.3900  0.01
C -0.5884 4.2948 2.5148  0.02
H 0.2533 4.6430 3.1318  0.02
H -1.5013 4.3066 3.1312  0.00
H -0.7118 5.0314 1.7131  0.01
C 2.0253 3.8651 0.9725  -0.03
H 2.2413 4.3969 1.9209  0.02
H 1.6299 4.5928 0.2619  0.01
H 2.9519 3.4598 0.5202  0.00
C 3.0618 1.1034 1.7232  0.00
H 3.6983 1.6793 2.4097  0.02
H 3.5413 1.1641 0.7398  0.01
H 3.1517 0.0666 2.0287  -0.01
C 0.1323 -2.4745 0.9437  0.03
C 1.1177 -3.1542 1.5512  -0.03
C 2.5514 -3.3529 1.1310  0.11
C 2.8806 -3.3725 -0.3692  0.07
C 3.1477 -2.0461 -1.0431  0.81
C 2.2538 -1.1329 -1.4829  0.84
C 1.0187 -0.8237 -0.6562  0.23
C 0.1231 -2.0642 -0.4970  0.08
H 2.8667 -4.3180 1.5664  0.00
H 2.0738 -3.8755 -0.9310  -0.01
H 3.1777 -2.6227 1.6701  -0.01
H 0.5011 -2.8949 -1.1055  -0.03
H -0.7030 -2.0658 1.5456  0.01
H 0.8646 -3.6730 2.4843  0.00
H -0.9058 -1.8263 -0.8309  0.00
H 1.4091 -0.4827 0.3148  -0.08
H 2.5007 -0.4763 -2.3385  -0.01
H 0.4191 0.0776 -0.9406  -0.01
H 3.7935 -3.9972 -0.5295  0.00
H 4.2188 -1.8392 -1.1742  -0.01
P -0.2541 -0.3204 -3.6028  0.42
P -0.2342 2.6383 -4.1357  0.24
C -0.3410 0.1595 -5.4245  0.04
C -0.9026 1.5620 -5.5459  0.00
H -0.9629 -0.5681 -5.9663  0.01
H 0.6735 0.1003 -5.8524  0.00
H -0.6151 2.0264 -6.4971  0.01
H -1.9993 1.5687 -5.4829  0.00
C -0.8921 4.1296 -4.9991  0.05
H -0.4714 5.0282 -4.5405  0.00
H -1.9835 4.1395 -4.8932  0.00
H -0.6432 4.1189 -6.0701  0.01
C 1.4705 2.7237 -4.8664  0.02
H 1.4450 2.8255 -5.9603  0.01
H 2.0547 1.8340 -4.6054  0.00
H 1.9647 3.6054 -4.4444  0.00
C -1.9082 -1.1337 -3.5214  0.05
H -1.9911 -1.6710 -2.5705  -0.01
H -2.0515 -1.8357 -4.3536  0.02
H -2.6807 -0.3560 -3.5602  0.00
C 0.8145 -1.7789 -3.9535  0.21
H 1.5829 -1.5146 -4.6893  0.00
H 0.2629 -2.6581 -4.2989  0.01
H 1.3563 -2.0605 -3.0416  -0.04
O -1.6697 -1.5755 3.5036  0.00
N -2.8110 -2.1338 3.7808  0.00
C -3.9633 -1.6018 3.2748  0.00
C -5.1739 -2.2027 3.5407  0.00
C -5.2223 -3.3852 4.2852  0.00
C -4.0307 -3.9194 4.7755  0.00
C -2.8383 -3.2495 4.5712  0.00
H -3.8501 -0.7190 2.6532  0.00
H -6.0731 -1.7253 3.1697  0.00
H -6.1665 -3.8956 4.4514  0.00
H -4.0059 -4.8396 5.3481  0.00
H -1.8857 -3.5897 4.9713  0.00

Calculated values
- gap between HOMO and LUMO (alpha / beta) (eV) = 4.599 / 3.331
- ΔE to the lowest compared entry with this formula, charge and spin (kcal per mole) = 121.62
- electronic energy (eV) = -56420.3048
- 2S+1 = 6
- <S²> = 8.777
- LUMO level (alpha / beta) (eV) = -5.68 / -9.24
- net charge = +2

=====

3.
# C29H48NOP3PtS

C29H48NOP3PtS as an isolated structure (wB97M-V/def2-TZVPD, OMol25).

Last column: Mulliken spin population.
Geometry (Å):
Pt 0.6634 0.0430 -0.6170  0.64
P 2.3192 -0.9712 0.8434  0.19
P 1.9462 2.0102 -0.6530  0.06
P -0.4496 -2.0362 -0.8425  0.07
H 1.3115 0.1924 -2.7141  -0.04
C 0.5819 0.4342 -3.5087  0.07
C -0.4930 1.4684 -3.1205  0.07
H -0.6547 1.8359 -2.0743  -0.02
C 3.6551 -1.7747 -0.1223  0.03
C 3.2265 0.0722 2.0601  0.02
C 1.8602 -2.3045 2.0186  0.02
C 1.5019 3.4017 -1.7413  0.02
C 2.0108 2.8533 0.9705  0.00
C 3.6889 1.6859 -1.1315  0.00
C -2.0794 -2.0585 -1.7100  0.03
C -0.9545 -3.1039 0.5874  0.01
C 0.5931 -3.2259 -1.7988  0.02
H 1.2040 0.8297 -4.3263  0.02
H -0.2373 2.4112 -3.6370  0.05
H 4.3392 -2.2756 0.5760  0.01
H 4.2051 -1.0245 -0.7016  0.00
H 3.2189 -2.5151 -0.8029  0.01
H 3.9114 -0.5733 2.6292  0.01
H 2.5097 0.5183 2.7628  0.00
H 3.8104 0.8594 1.5741  0.00
H 2.7847 -2.6552 2.5048  0.00
H 1.3882 -3.1493 1.5094  0.00
H 1.1823 -1.9135 2.7894  0.00
H 2.2021 4.2448 -1.5776  0.00
H 0.4804 3.7262 -1.5015  0.00
H 1.5571 3.0711 -2.7913  0.00
H 3.0549 2.9802 1.2778  0.00
H 1.4548 2.2852 1.7228  0.00
H 1.5405 3.8395 0.8604  0.00
H 4.1755 2.6448 -1.3511  0.00
H 3.7050 1.0564 -2.0293  0.01
H 4.2153 1.1794 -0.3157  0.00
H -2.5934 -2.9837 -1.4464  0.01
H -1.9900 -2.0228 -2.7948  -0.01
H -2.6682 -1.1971 -1.3867  -0.03
H -1.9514 -3.5122 0.3833  0.00
H -1.0157 -2.5328 1.5195  0.00
H -0.2692 -3.9510 0.7085  0.00
H -0.0551 -3.9938 -2.2449  0.01
H 1.3030 -3.7076 -1.1128  0.00
H 1.1618 -2.7300 -2.5941  0.01
C -1.6226 -0.1792 -4.2597  0.46
C -0.2483 -0.7351 -4.0696  -0.12
C 0.1521 -1.4540 -5.2978  0.57
C -0.8266 -2.1878 -5.9194  0.15
C -2.2026 -1.9536 -5.6947  0.30
C -2.6149 -0.8613 -4.9673  0.20
O -1.7649 1.0757 -3.8105  0.19
H -0.9535 0.3467 -2.1353  0.60
H -0.3288 -1.4724 -3.2238  0.19
H 1.2064 -1.5107 -5.5921  0.01
H -0.5725 -2.9665 -6.6666  0.01
H -2.9689 -2.5869 -6.1707  0.01
H -3.6636 -0.5407 -4.9853  -0.01
N -0.6716 0.7033 0.7817  0.14
S -1.0328 -0.0299 2.2041  0.02
C -0.2511 0.8614 3.5362  0.00
C 0.4064 0.1604 4.5625  0.00
C 1.1227 0.8620 5.5306  0.00
C 1.1572 2.2600 5.4950  0.00
C 0.4538 2.9534 4.5076  0.00
C -0.2764 2.2511 3.5575  0.00
C -2.7924 0.3470 2.5271  0.02
C -3.6834 0.4463 1.4536  0.00
C -5.0360 0.7168 1.6946  0.00
C -5.5019 0.8718 3.0060  0.00
C -4.6163 0.7374 4.0796  0.00
C -3.2634 0.4582 3.8501  0.00
H -1.1721 1.5802 0.6665  0.00
H 0.3430 -0.9242 4.5875  0.00
H 1.6590 0.3203 6.3160  0.00
H 1.7419 2.8126 6.2454  0.00
H 0.4724 4.0515 4.4799  0.00
H -0.8705 2.7746 2.8043  0.00
H -3.3084 0.3164 0.4329  0.01
H -5.7224 0.7949 0.8531  0.00
H -6.5559 1.0829 3.1880  0.00
H -4.9771 0.8421 5.1024  0.00
H -2.5678 0.3442 4.6807  0.00

Calculated values
- gap between HOMO and LUMO (alpha / beta) (eV) = 5.960 / 4.310
- ΔE to the lowest compared entry with this formula, charge and spin (kcal per mole) = 72.85
- electronic energy (eV) = -76291.2382
- 2S+1 = 5
- <S²> = 6.018
- LUMO level (alpha / beta) (eV) = -12.84 / -14.52
- net charge = +4